*w*
Here is the molecule C4H9NOS from OMol25. Energies are from wB97M-V/def2-TZVPD.

ORCA input file:
```
! RIJCOSX wB97M-V def2-TZVPD def2/J DEFGRID3
* xyz 0 1
C 1.622 -1.571 0.147
C 0.665 0.630 0.498
C 0.303 1.957 -0.465
C -2.613 -0.781 -0.399
H 0.842 -2.083 0.914
H 1.778 -2.412 -0.517
H 2.574 -1.523 0.899
H 1.165 1.204 1.284
H -0.173 1.617 -1.509
H -0.470 2.570 0.154
H 1.198 2.801 -0.508
H -2.542 -1.165 -1.621
H -3.442 -0.727 0.487
N -1.328 -0.430 -0.329
O 1.305 -0.282 -0.265
S -0.883 0.195 1.231
*
```

Summary:
- Gap between HOMO and LUMO: 9.29 eV
- E_HOMO: -8.563 eV
- Structure (SMILES): C=NS[C@H](C)OC
- LUMO level: 0.73 eV



*x*
Here is the molecule C4H9NOS from OMol25. Energies are from wB97M-V/def2-TZVPD.

ORCA input file:
```
! RIJCOSX wB97M-V def2-TZVPD def2/J DEFGRID3
* xyz 0 1
O -1.214 -2.443 1.454
C -1.370 -1.256 1.818
N -0.627 -0.200 1.459
C -0.154 -0.037 0.136
C 1.159 0.848 0.077
S 1.653 1.190 -1.776
C -1.355 0.157 -0.828
H -2.224 -1.167 2.507
H -0.496 0.539 2.142
H 0.093 -1.036 -0.285
H 2.170 0.444 0.398
H 1.061 1.904 0.352
H 2.292 2.238 -2.432
H -2.124 0.937 -0.634
H -0.793 0.477 -1.742
H -2.002 -0.706 -0.951
*
```

Summary:
- Gap between HOMO and LUMO: 9.42 eV
- E_HOMO: -9.196 eV
- Structure (SMILES): C[C@@H](CS)NC=O
- LUMO level: 0.23 eV



*x* takes first place; second place is 59.2 kcal/mol up.



*w*
Here is the molecule C21H23N3O4 from OMol25. Energies are from wB97M-V/def2-TZVPD.

ORCA input file:
```
! RIJCOSX wB97M-V def2-TZVPD def2/J DEFGRID3
* xyz 0 1
C 5.559 1.442 1.707
C 6.358 0.351 1.003
O 5.619 -0.848 0.843
C 4.450 -0.859 0.140
C 3.517 -1.787 0.580
C 2.281 -1.954 -0.040
C 1.998 -1.178 -1.159
C 2.925 -0.266 -1.627
C 4.150 -0.083 -0.999
O 5.096 0.803 -1.444
C 4.784 1.638 -2.531
H 4.623 1.062 -3.449
H 5.654 2.281 -2.662
H 3.905 2.256 -2.327
H 2.681 0.306 -2.508
H 1.079 -1.318 -1.709
C 1.332 -2.922 0.518
N 0.084 -2.793 0.716
N -0.547 -1.638 0.402
C -1.828 -1.422 0.801
O -2.527 -2.207 1.392
C -2.324 -0.030 0.371
C -1.372 1.066 0.835
O -0.171 1.095 0.654
N -2.096 1.992 1.474
H -1.684 2.840 1.831
C -3.524 1.799 1.422
H -3.965 2.475 0.679
H -3.976 2.001 2.396
C -3.684 0.327 0.993
C -4.871 0.059 0.100
C -4.866 -1.030 -0.765
C -5.955 -1.296 -1.574
C -7.074 -0.483 -1.529
C -7.101 0.587 -0.653
C -6.011 0.853 0.158
H -6.064 1.680 0.850
H -7.976 1.217 -0.594
H -7.924 -0.689 -2.163
H -5.931 -2.147 -2.239
H -4.016 -1.694 -0.789
H -3.799 -0.304 1.884
H -2.353 -0.007 -0.723
H 0.008 -0.822 0.125
H 1.737 -3.868 0.856
H 3.771 -2.374 1.449
H 7.207 0.047 1.622
H 6.732 0.713 0.041
H 4.719 1.757 1.091
H 6.197 2.300 1.895
H 5.173 1.071 2.654
*
```

Summary:
- Gap between HOMO and LUMO: 8.75 eV
- E_HOMO: -8.145 eV
- Structure (SMILES): CCOc1cc(/C=N\NC(=O)[C@@H]2C(=O)NC[C@H]2c2ccccc2)ccc1OC
- LUMO level: 0.61 eV



*x*
Here is a structure of composition C21H23N3O4 from OMol25. Energies are from wB97M-V/def2-TZVPD.

ORCA input file:
```
! RIJCOSX wB97M-V def2-TZVPD def2/J DEFGRID3
* xyz 0 1
O 0.045 2.332 4.009
C 0.120 1.914 2.734
N 0.633 0.625 2.323
C 1.296 -0.256 3.119
C 1.442 -0.134 4.441
C 1.926 -1.229 5.295
C 2.437 -2.205 4.668
C 2.629 -2.379 3.113
C 2.010 -1.337 2.477
H 1.883 -1.262 1.346
H 2.991 -3.331 2.695
H 3.156 -3.261 5.121
H 2.043 -1.173 6.207
H 0.823 0.435 5.144
H 0.797 0.616 1.385
C -0.419 2.827 1.812
N 0.251 2.582 0.421
C 1.631 2.968 0.416
C 2.407 1.847 -0.741
N 1.336 1.350 -1.438
C 1.359 0.044 -1.510
O 1.926 -0.754 -0.687
C 0.091 -0.645 -2.315
C 0.041 -2.089 -2.159
H 1.335 -2.651 -2.710
O -0.846 -2.648 -3.245
C -2.036 -1.818 -3.123
C -3.132 -2.790 -3.642
C -4.448 -1.984 -3.410
C -4.630 -0.806 -2.854
C -3.415 -0.319 -2.324
C -2.064 -0.749 -2.472
O -1.151 -0.111 -1.923
H -3.521 0.867 -1.821
H -5.516 -0.330 -2.740
H -5.299 -2.744 -3.932
H -2.859 -3.593 -4.242
H -0.261 -2.372 -1.136
H 0.284 -0.271 -3.389
C 0.409 2.243 -1.788
H -0.372 2.011 -2.758
C -0.566 2.714 -0.493
H -0.678 3.864 -0.725
H -1.345 2.286 -0.706
H 1.086 3.158 -2.285
H 2.850 1.195 -0.284
H 3.053 2.633 -1.313
H 1.620 4.072 -0.102
H 2.237 2.735 1.278
H -1.387 2.498 1.751
H -0.235 3.776 1.927
*
```

Summary:
- Gap between HOMO and LUMO: 8.74 eV
- E_HOMO: -8.443 eV
- LUMO level: 0.30 eV



*w* takes first place; second place is 402.9 kcal/mol up.



*w*
Here is a structure of composition C6H13NO3 from OMol25. Energies are from wB97M-V/def2-TZVPD.

ORCA input file:
```
! RIJCOSX wB97M-V def2-TZVPD def2/J DEFGRID3
* xyz 0 1
N 3.588 3.664 -1.063
O 4.693 3.756 -1.448
C -0.393 -1.622 1.385
C -0.899 -0.776 0.192
C -1.523 -1.755 -0.869
C -1.988 0.250 0.593
C 0.234 -0.138 -0.600
C 1.125 0.992 0.058
O 2.122 1.557 -0.908
O 2.880 2.398 -0.073
H 0.021 -0.965 2.153
H -1.179 -2.195 1.889
H 0.323 -2.386 1.047
H -1.930 -1.209 -1.745
H -0.802 -2.540 -1.181
H -2.401 -2.351 -0.526
H -2.364 0.789 -0.289
H -2.885 -0.199 1.033
H -1.592 0.920 1.360
H 0.928 -0.934 -0.915
H -0.175 0.319 -1.505
H 0.518 1.837 0.488
H 1.700 0.589 0.925
*
```

Summary:
- Gap between HOMO and LUMO (alpha / beta): 7.77 / 7.77 eV
- E_HOMO (alpha / beta): -9.021 / -9.020 eV
- LUMO level (alpha / beta): -1.25 / -1.25 eV



*x*
Here is a cluster of 2 separate species, C6H13NO3 in total from OMol25. Energies are from wB97M-V/def2-TZVPD.

ORCA input file:
```
! RIJCOSX wB97M-V def2-TZVPD def2/J DEFGRID3
* xyz 0 1
C -0.352 0.427 -1.887
C -0.094 -0.804 -1.013
C -0.875 -2.056 -1.449
C 1.397 -1.066 -0.786
C -0.758 -0.539 0.339
C -0.005 0.639 1.137
O -0.980 0.637 2.000
O 1.933 3.409 3.941
N 0.662 3.328 3.839
O -0.148 4.274 4.113
H 0.200 1.300 -1.505
H -0.016 0.248 -2.907
H -1.431 0.637 -1.914
H -0.697 -2.854 -0.717
H -1.944 -1.815 -1.482
H -0.596 -2.442 -2.419
H 1.541 -1.863 -0.041
H 1.841 -1.413 -1.717
H 1.933 -0.149 -0.491
H -1.827 -0.378 0.065
H -0.664 -1.484 0.905
H 1.056 0.387 1.401
H -0.175 1.575 0.586
*
```

Summary:
- Gap between HOMO and LUMO (alpha / beta): 8.71 / 6.62 eV
- E_HOMO (alpha / beta): -9.630 / -9.547 eV
- LUMO level (alpha / beta): -0.92 / -2.92 eV



*y*
Here is the molecule C6H13NO3 from OMol25. Energies are from wB97M-V/def2-TZVPD.

ORCA input file:
```
! RIJCOSX wB97M-V def2-TZVPD def2/J DEFGRID3
* xyz 0 1
N -2.955 -0.329 -1.304
C -1.515 -0.107 -1.411
C -0.968 0.444 -0.094
C 0.474 0.912 -0.241
C 1.487 -0.212 -0.415
C 1.518 -1.231 0.707
O 2.680 -2.030 0.509
O 0.935 1.770 0.835
C 0.401 1.673 2.067
O 1.065 1.641 3.055
H -3.477 0.503 -1.541
H -3.265 -1.080 -1.904
H -1.039 -1.061 -1.646
H -1.255 0.591 -2.218
H -1.058 -0.342 0.660
H -1.614 1.272 0.207
H 0.532 1.537 -1.135
H 1.286 -0.709 -1.369
H 2.478 0.237 -0.501
H 1.559 -0.719 1.674
H 0.622 -1.863 0.681
H 2.807 -2.581 1.286
H -0.698 1.685 2.097
*
```

Summary:
- Gap between HOMO and LUMO: 10.49 eV
- E_HOMO: -9.768 eV
- Structure (SMILES): NCC[C@H](CCO)OC=O
- LUMO level: 0.73 eV



*z*
Here is a cluster of 2 separate species, C6H13NO3 in total from OMol25. Energies are from wB97M-V/def2-TZVPD.

ORCA input file:
```
! RIJCOSX wB97M-V def2-TZVPD def2/J DEFGRID3
* xyz 0 1
C 1.428 -0.380 1.326
C 0.324 -0.060 0.326
C -0.959 -0.901 0.546
C -1.548 0.257 1.383
C -0.523 1.187 0.713
O 0.060 2.238 1.425
N 0.862 -0.003 -1.029
C 1.213 -1.137 -1.783
O 1.077 -2.295 -1.421
H 1.037 -0.427 2.352
H 1.877 -1.352 1.082
H 2.214 0.388 1.294
H -1.513 -1.059 -0.388
H -0.819 -1.867 1.044
H -2.608 0.504 1.249
H -1.340 0.133 2.455
H -0.950 1.628 -0.199
H 0.347 1.929 2.290
H 1.293 0.871 -1.311
H 1.764 -0.860 -2.704
H -0.756 0.435 -2.165
O -1.431 0.159 -2.861
H -1.050 0.612 -3.625
*
```

Summary:
- Gap between HOMO and LUMO: 10.39 eV
- E_HOMO: -9.808 eV
- Structure (SMILES): C[C@@]1(NC=O)CC[C@H]1O.O
- LUMO level: 0.58 eV



*z* takes first place; second place is 3.9 kcal/mol up.



*w*
Here is the molecule CH2N2O3 from OMol25. Energies are from wB97M-V/def2-TZVPD.

ORCA input file:
```
! RIJCOSX wB97M-V def2-TZVPD def2/J DEFGRID3
* xyz 0 1
C 0.249 -0.933 1.081
N -0.016 0.094 0.290
N 0.225 -2.445 0.209
O 0.406 -1.108 2.252
O -0.014 -2.358 -0.973
O 0.316 -3.377 0.925
H 0.099 -0.089 -0.673
H -0.509 0.955 0.557
*
```

Summary:
- Gap between HOMO and LUMO: 10.53 eV
- E_HOMO: -10.348 eV
- Structure (SMILES): NC(=O)[N+](=O)[O-]
- LUMO level: 0.18 eV



*x*
Here is a structure of composition CH2N2O3 from OMol25. Energies are from wB97M-V/def2-TZVPD.

ORCA input file:
```
! RIJCOSX wB97M-V def2-TZVPD def2/J DEFGRID3
* xyz 0 1
C -0.370 0.284 0.664
N -1.781 -0.156 0.761
N -0.149 1.687 0.713
O -2.498 -0.022 -0.189
O 0.756 2.071 1.467
O -0.938 2.285 0.079
H 0.149 0.079 -0.632
H 0.348 -0.451 1.197
*
```

Summary:
- Gap between HOMO and LUMO: 8.77 eV
- E_HOMO: -10.164 eV
- LUMO level: -1.39 eV



*y*
Here is a cluster of 2 separate species, CH2N2O3 in total from OMol25. Energies are from wB97M-V/def2-TZVPD.

ORCA input file:
```
! RIJCOSX wB97M-V def2-TZVPD def2/J DEFGRID3
* xyz 0 1
C 1.626 0.468 -0.621
N -1.372 -1.415 1.076
N -1.572 -0.470 0.407
O -1.678 0.164 -0.590
O -1.946 -0.187 1.740
O 0.992 0.295 0.361
H 1.221 0.959 -1.534
H 2.731 0.185 -0.840
*
```

Summary:
- Gap between HOMO and LUMO: 11.10 eV
- E_HOMO: -10.465 eV
- Structure (SMILES): [O-][N+]1=NO1.C=O
- LUMO level: 0.63 eV



*z*
Here is a cluster of 2 separate species, CH2N2O3 in total from OMol25. Energies are from wB97M-V/def2-TZVPD.

ORCA input file:
```
! RIJCOSX wB97M-V def2-TZVPD def2/J DEFGRID3
* xyz 0 1
C 0.212 0.387 -1.710
N 1.082 -0.252 -2.165
N -0.686 -0.553 1.485
O -0.517 1.261 -1.552
O -0.302 0.567 2.157
O 0.141 -1.152 0.836
H -1.035 0.926 2.679
H 1.105 -1.184 -1.730
*
```

Summary:
- Gap between HOMO and LUMO: 10.51 eV
- E_HOMO: -10.744 eV
- Structure (SMILES): N=C=O.O=NO
- LUMO level: -0.23 eV



*w* takes first place; second place is 8.5 kcal/mol up.



*w*
Here is a cluster of 3 separate species, C4H8NO2S in total from OMol25. Energies are from wB97M-V/def2-TZVPD.

ORCA input file:
```
! RIJCOSX wB97M-V def2-TZVPD def2/J DEFGRID3
* xyz -1 1
C 0.877 -0.193 0.585
C 0.580 -1.698 0.659
C 0.021 1.080 -2.234
C -0.059 0.518 1.358
N -1.280 0.563 1.473
O -2.356 0.879 2.051
O 1.773 0.351 -0.054
S -0.939 -0.246 -1.439
H 0.857 -2.312 -0.228
H 1.139 -2.276 1.439
H -0.446 -1.871 0.949
H 0.237 0.947 -3.268
H 0.992 1.208 -1.623
H -0.699 1.807 -2.189
H 0.945 0.752 3.061
H -1.642 0.491 -0.541
*
```

Summary:
- Gap between HOMO and LUMO (alpha / beta): 5.91 / 5.88 eV
- E_HOMO (alpha / beta): -2.627 / -2.599 eV
- LUMO level (alpha / beta): 3.28 / 3.28 eV



*x*
Here is a cluster of 2 separate species, C4H8NO2S in total from OMol25. Energies are from wB97M-V/def2-TZVPD.

ORCA input file:
```
! RIJCOSX wB97M-V def2-TZVPD def2/J DEFGRID3
* xyz -1 1
O 0.627 -0.399 1.547
C 0.750 0.324 0.512
N 1.379 1.470 0.479
C -1.587 2.017 2.009
O -2.631 2.452 1.596
C 0.157 -0.354 -0.723
C 0.853 -1.657 -1.072
S 0.323 -2.420 -2.655
H 1.609 1.723 -0.485
H -1.116 2.471 2.888
H -1.161 1.084 1.624
H -0.864 -0.636 -0.425
H -0.014 0.266 -1.611
H 1.943 -1.544 -1.071
H 0.723 -2.375 -0.265
H -0.991 -2.422 -2.348
*
```

Summary:
- Gap between HOMO and LUMO: 6.93 eV
- E_HOMO: -3.883 eV
- LUMO level: 3.05 eV



*x* takes first place; second place is 130.5 kcal/mol up.